(1)
Formula: C13H18N2O5
Source: the Open Molecules 2025 dataset
Level of theory: ωB97M-V/def2-TZVPD

Cartesian coordinates (Å):
C: 0.831 -3.406 -1.892
C: 2.012 -2.621 -1.577
O: 2.725 -2.675 -2.845
C: 1.813 -1.227 -1.019
N: 3.109 -0.865 -0.475
C: 0.918 -1.144 0.113
O: 1.215 -1.382 1.260
N: -0.452 -0.973 -0.055
C: -1.421 -0.898 1.007
C: -0.996 0.183 2.019
C: -0.757 1.596 1.332
C: 0.418 2.161 0.995
C: 0.458 3.426 0.534
C: -0.786 4.082 0.242
O: -0.820 5.289 -0.356
C: -1.997 3.448 0.292
C: -1.953 2.219 0.852
C: -2.641 -0.719 0.176
O: -2.701 -0.718 -1.030
O: -3.709 -0.614 1.058
H: 1.124 -4.512 -1.798
H: -0.047 -3.159 -1.072
H: 0.481 -3.031 -3.041
H: 2.627 -3.173 -0.725
H: 3.830 -2.453 -2.589
H: 1.274 -0.577 -1.856
H: 3.161 0.091 0.007
H: 3.207 -1.654 0.293
H: -0.935 -1.184 -1.083
H: -1.382 -1.850 1.536
H: -0.127 0.017 2.617
H: -1.903 0.532 2.694
H: 1.280 1.533 1.509
H: 1.265 4.125 0.433
H: 0.058 5.578 -0.469
H: -3.004 3.913 -0.002
H: -2.819 1.490 0.944
H: -3.357 -0.847 1.969

electronic energy = -26986.61079 eV
SMILES string = C[C@@H](O)[C@H](N)C(=O)N[C@@H](Cc1ccc(O)cc1)C(=O)O
E_LUMO = 0.420 eV
multiplicity = 1
relative energy (zero: lowest compared OMol25 entry of this formula, charge and spin) = 541.66 kJ/mol

natural (NBO) population analysis, charges in e, atoms 1 to 6: number 1, C, carries -0.6369; number 2, C, carries 0.0944; number 3, O, carries -0.7226; number 4, C, carries -0.1903; number 5, N, carries -0.8353; number 6, C, carries 0.6759

(2)
Formula: C2H3F2I
Source: the Open Molecules 2025 dataset
Level of theory: ωB97M-V/def2-TZVPD

Cartesian coordinates (Å):
F: -0.225 1.547 -0.427
C: 0.220 1.288 0.807
C: 0.996 0.246 1.041
F: 1.422 0.000 2.282
H: -0.119 1.994 1.550
H: 1.344 -0.474 0.316
I: -2.183 -2.880 -2.395
H: -1.456 -1.722 -3.175

electronic energy = -15656.78815 eV
SMILES string = F/C=C/F.I
E_LUMO = 0.682 eV
multiplicity = 1
relative energy (zero: lowest compared OMol25 entry of this formula, charge and spin) = 131.98 kJ/mol

natural (NBO) population analysis, charges in e, atoms 1 to 6: number 1, F, carries -0.3236; number 2, C, carries 0.1440; number 3, C, carries 0.1449; number 4, F, carries -0.3225; number 5, H, carries 0.1783; number 6, H, carries 0.1788

(3)
Formula: C29H56ClGaPSi
Source: the Open Molecules 2025 dataset
Level of theory: ωB97M-V/def2-TZVPD

Cartesian coordinates (Å):
Ga: 0.245 1.817 1.134
P: -0.181 0.448 -2.349
Cl: 1.646 3.259 0.323
C: -0.881 -0.954 -1.129
H: -0.026 -0.957 -0.584
H: -1.554 -0.332 -0.586
C: 1.724 0.675 -2.450
C: -0.821 2.222 -2.484
C: 2.311 0.856 -3.867
H: 1.872 1.638 -1.909
C: 3.789 1.281 -3.796
H: 2.260 -0.094 -4.416
H: 1.765 1.587 -4.486
C: 4.625 0.333 -2.937
H: 4.221 1.339 -4.809
H: 3.850 2.299 -3.375
C: 3.978 -0.007 -1.594
H: 4.804 -0.592 -3.495
H: 5.616 0.765 -2.764
C: 2.512 -0.399 -1.720
H: 4.522 -0.822 -1.115
H: 4.052 0.858 -0.926
H: 2.415 -1.335 -2.274
H: 2.063 -0.573 -0.738
C: -0.717 -0.548 -3.779
C: -2.343 2.189 -2.645
H: -0.571 2.608 -1.494
C: -2.970 3.591 -2.660
H: -2.611 1.668 -3.584
H: -2.811 1.596 -1.834
C: -2.288 4.553 -3.657
H: -4.049 3.507 -2.888
H: -2.892 4.018 -1.643
C: -0.772 4.553 -3.497
H: -2.570 4.243 -4.679
H: -2.719 5.558 -3.516
C: -0.163 3.152 -3.500
H: -0.358 5.189 -4.287
H: -0.531 5.060 -2.547
H: -0.250 2.759 -4.517
H: 0.906 3.275 -3.319
C: 0.073 -1.867 -3.798
H: -1.765 -0.764 -3.500
C: -0.670 -2.841 -4.689
H: 1.097 -1.673 -4.150
H: 0.150 -2.241 -2.774
C: -0.881 -2.262 -6.087
H: -0.092 -3.764 -4.727
H: -1.631 -3.097 -4.210
C: -1.478 -0.853 -6.107
H: 0.092 -2.240 -6.590
H: -1.524 -2.943 -6.654
C: -0.787 0.136 -5.152
H: -1.436 -0.452 -7.130
H: -2.546 -0.900 -5.835
H: 0.220 0.399 -5.516
H: -1.379 1.073 -5.101
C: -0.194 -3.468 -0.606
C: -1.370 -2.473 -0.924
H: 0.457 -3.727 -1.452
C: -2.457 -2.646 0.192
H: -1.780 -2.560 -1.924
C: -1.842 -2.607 1.580
H: -3.157 -1.824 0.040
H: -3.053 -3.590 0.117
C: -0.848 -3.749 1.812
H: -1.326 -1.646 1.737
H: -2.614 -2.679 2.354
C: 0.286 -3.726 0.734
H: -0.401 -3.689 2.810
H: -1.353 -4.710 1.751
H: 1.057 -2.998 1.054
H: 0.816 -4.695 0.760
C: 3.112 1.257 3.281
Si: 1.308 1.212 3.726
C: 1.091 0.247 5.295
C: 0.690 2.982 4.009
C: 0.301 0.302 2.392
H: 3.689 1.746 4.071
H: 3.306 1.793 2.339
H: 3.491 0.239 3.176
H: 1.675 0.692 6.088
H: 0.024 0.226 5.560
H: 1.429 -0.783 5.091
H: 0.739 3.594 3.109
H: -0.330 2.992 4.383
H: 1.321 3.474 4.772
H: 0.652 -0.690 2.168
H: -0.745 0.147 2.796

electronic energy = -113044.65087 eV
charge = -1
E_LUMO (alpha / beta) = 2.479 / 2.479 eV
multiplicity = 1
relative energy (zero: lowest compared OMol25 entry of this formula, charge and spin) = 226.22 kJ/mol

Mulliken population analysis, charges in e, atoms 1 to 6: number 1, Ga, carries -1.0653; number 2, P, carries 0.2179; number 3, Cl, carries -0.3494; number 4, C, carries -1.2913; number 5, H, carries 0.1021; number 6, H, carries 0.8487